a) This record from the OMol25 dataset describes a single C3H3F3O molecule. The level of theory is the ωB97M-V functional and the def2-TZVPD basis.

The geometry in XYZ format:
```
10
Properties=species:S:1:pos:R:3:nbo_charge:R:1
C -0.15398 0.61885 0.89698 -0.521
C -0.22035 -0.00110 -0.22456 0.644
F -0.20446 0.61477 -1.45288 -0.333
O 0.02007 -1.32673 -0.32145 -0.515
C -0.69215 -2.19069 -1.09433 0.805
F -0.39122 -3.39332 -0.75332 -0.300
F -2.09039 -2.02054 -0.91754 -0.374
H -0.15455 1.71216 1.04822 0.235
H -0.26169 0.02409 1.84489 0.236
H -0.59003 -2.15118 -2.28876 0.123
```

Output
Kohn-Sham gap = 11.294 eV
LUMO = 0.0340 Ha
SMILES = C=C(F)OC(F)F
Multiplicity = 1

=====

b) This record from the OMol25 dataset describes a 2-piece molecular cluster, C3H3F3O overall. The level of theory is the ωB97M-V functional and the def2-TZVPD basis.

The geometry in XYZ format:
```
10
Properties=species:S:1:pos:R:3:nbo_charge:R:1
C -0.61702 1.44616 0.21065 0.495
C 0.60722 -0.06030 -0.47905 -0.598
C 1.90898 0.33860 0.04072 0.947
O -1.64256 1.68464 -0.31032 -0.462
F 2.93415 -0.59084 -0.23597 -0.348
F 2.30693 1.50170 -0.48712 -0.321
F 1.82326 0.48216 1.38154 -0.331
H -0.02519 1.86693 1.10112 0.166
H 0.29883 -0.99732 -0.27152 0.222
H 0.47282 -0.00744 -1.55061 0.230
```

Output
Kohn-Sham gap = 10.410 eV
LUMO = 0.0178 Ha
Multiplicity = 1

=====

So which one wins? Going from most stable to least: a), b).

=====

a) This record from the OMol25 dataset describes an isolated ion of composition C5H15N2O and charge +1. The level of theory is the ωB97M-V functional and the def2-TZVPD basis.

The geometry in XYZ format:
```
23
Properties=species:S:1:pos:R:3:nbo_charge:R:1
C -0.26729 -1.55736 2.19785 -0.427
N 0.47994 -0.87917 1.00144 -0.464
C 1.63593 -1.63037 0.53632 -0.434
C -0.40627 -0.54696 -0.12341 -0.225
C -0.31404 1.04713 -0.16412 -0.098
N -1.65123 1.46452 -0.72374 -0.693
C 0.62688 1.53348 -1.21634 -0.135
O -0.00788 1.55237 -2.53238 -0.760
H -0.78769 -0.93874 2.91466 0.212
H -1.04661 -2.33523 1.88145 0.193
H 0.41525 -2.04558 2.82887 0.219
H 1.76172 -1.62877 -0.48873 0.210
H 2.43465 -1.52714 1.32498 0.229
H 1.39758 -2.72687 0.82535 0.182
H -0.10890 -0.84856 -1.12861 0.218
H -1.56412 -0.81271 0.06573 0.188
H 0.14950 1.54709 0.80371 0.291
H -1.58026 2.37087 -1.08784 0.437
H -1.91559 0.80471 -1.55032 0.470
H -2.50848 1.52567 -0.09225 0.450
H 1.20338 2.49791 -0.93751 0.210
H 1.58514 0.91481 -1.24216 0.217
H 0.46838 2.21890 -3.09295 0.511
```

Output
Kohn-Sham gap = 8.566 eV
LUMO = -0.1268 Ha
Net charge = +1
SMILES = CN(C)C[C@H]([NH3+])CO
Multiplicity = 1

=====

b) This record from the OMol25 dataset describes a 2-piece molecular cluster, C5H15N2O overall. The level of theory is the ωB97M-V functional and the def2-TZVPD basis.

The geometry in XYZ format:
```
23
Properties=species:S:1:pos:R:3:nbo_charge:R:1
C 0.47655 -1.98370 1.76511 -0.640
C 0.02108 -0.65049 2.33995 -0.220
N -0.90653 0.01602 1.34292 -0.527
C -1.48258 1.30844 1.81497 -0.438
H 1.16107 -1.86293 0.91743 0.229
H 1.00960 -2.55986 2.54950 0.255
H -0.39724 -2.59160 1.45901 0.217
H -0.54477 -0.76412 3.28106 0.223
H 0.88749 0.00025 2.57854 0.232
H -1.69329 -0.61609 1.17343 0.424
H -0.41763 0.17774 0.44690 0.482
H -2.58770 1.17391 2.02967 0.236
H -1.31879 2.08018 1.03046 0.257
H -0.90134 1.65436 2.68463 0.231
C -0.42288 0.98213 -2.27607 0.544
N 0.36699 0.47133 -3.25357 -0.572
C 1.79836 0.06859 -3.05783 -0.431
O -0.12829 1.04449 -1.04461 -0.741
H -1.37960 1.48716 -2.64316 0.154
H 0.06717 0.66879 -4.17950 0.408
H 2.45477 0.96212 -3.10797 0.222
H 2.08389 -0.71102 -3.81843 0.232
H 1.85367 -0.35571 -2.03244 0.221
```

Output
Kohn-Sham gap = 11.057 eV
LUMO = -0.0955 Ha
Net charge = +1
Multiplicity = 1

=====

So which one wins? Going from most stable to least: b), a).

=====

a) This record from the OMol25 dataset describes a 2-piece molecular cluster, C5H15N2O overall. The level of theory is the ωB97M-V functional and the def2-TZVPD basis.

The geometry in XYZ format:
```
23
Properties=species:S:1:pos:R:3:nbo_charge:R:1
O 1.25507 0.24854 4.39005 -0.483
C 0.91039 1.00230 3.52416 0.435
C 1.73588 1.28863 2.29123 -0.503
C 1.19762 0.47818 1.10044 -0.634
H -0.08678 1.48466 3.55811 0.109
H 2.77629 1.03367 2.48111 0.239
H 1.66577 2.35546 2.07214 0.228
H 0.86438 -0.52253 1.38441 0.215
H 1.96744 0.38312 0.34392 0.206
H 0.36417 1.02989 0.64821 0.198
C -1.94527 -0.71300 -2.31964 -0.244
N -2.75354 -0.25827 -3.43532 -0.832
C -0.48397 -0.65017 -2.76015 -0.222
N 0.41134 -1.09649 -1.62673 -0.680
H -2.23266 -1.71370 -1.98619 0.199
H -2.06421 -0.04551 -1.45814 0.194
H -3.40169 -0.96540 -3.75561 0.384
H -3.31751 0.54760 -3.20177 0.384
H -0.23412 0.38396 -2.98030 0.232
H -0.29465 -1.27802 -3.62288 0.236
H 1.40135 -1.11778 -1.87855 0.446
H 0.34727 -0.40875 -0.86613 0.452
H 0.14389 -2.02038 -1.28580 0.442
```

Output
Kohn-Sham gap = 8.898 eV
LUMO = -0.1343 Ha
Net charge = +1
Multiplicity = 1

=====

b) This record from the OMol25 dataset describes a 2-piece molecular cluster, C5H15N2O overall. The level of theory is the ωB97M-V functional and the def2-TZVPD basis.

The geometry in XYZ format:
```
23
Properties=species:S:1:pos:R:3:nbo_charge:R:1
C -1.73529 0.56783 1.06172 -0.075
O -2.86959 1.21779 1.57182 -0.701
C -2.12085 0.13332 -0.34033 -0.237
N -1.07366 -0.77064 -0.90806 -0.721
H -1.46848 -0.32009 1.65866 0.163
H -0.86293 1.23224 1.03844 0.177
H -2.71013 1.49684 2.48176 0.492
H -3.06804 -0.39723 -0.29796 0.233
H -2.24650 0.98173 -1.01396 0.229
H -1.09145 -1.67191 -0.43185 0.421
H -0.05060 -0.34580 -0.80442 0.455
H -1.23275 -0.95966 -1.89542 0.429
C 2.42380 -1.79547 0.22189 -0.613
C 2.17482 -0.31485 0.44306 -0.246
C 2.03548 1.00030 -1.50248 0.024
N 1.42400 0.25664 -0.69077 -0.467
H 2.87014 -2.24176 1.10939 0.242
H 1.49201 -2.34220 0.07678 0.191
H 3.07385 -1.97050 -0.62656 0.225
H 3.11825 0.22410 0.56552 0.202
H 1.57883 -0.15155 1.33957 0.205
H 3.09021 1.23534 -1.36678 0.182
H 1.49565 1.42010 -2.34694 0.192
```

Output
Kohn-Sham gap = 11.315 eV
LUMO = -0.1092 Ha
Net charge = +1
Multiplicity = 1

=====

So which one wins? Going from most stable to least: b), a).

=====

a) This record from the OMol25 dataset describes a 2-piece molecular cluster, C5H15N2O overall. The level of theory is the ωB97M-V functional and the def2-TZVPD basis.

The geometry in XYZ format:
```
23
Properties=species:S:1:pos:R:3:nbo_charge:R:1
C 1.51965 -0.39676 3.77856 -0.611
C 0.45726 -0.40873 2.71446 -0.453
C 0.64381 0.70296 1.74291 -0.433
C -0.37543 0.74704 0.62141 -0.214
N -0.62446 -0.67856 0.05956 -0.534
C -0.90629 -0.89626 -1.21127 0.394
N -0.24513 -0.30704 -2.21522 -0.734
H 1.63804 0.47306 4.36254 0.217
H 1.17154 -1.03376 4.58823 0.227
H 2.51459 -0.73759 3.48349 0.217
H 0.88063 -1.28846 2.18069 0.206
H -0.49819 -0.79436 3.20023 0.235
H 1.66321 0.71063 1.40037 0.229
H 0.69027 1.78312 2.19230 0.238
H -1.36617 0.92887 1.09233 0.220
H -0.39389 1.43706 -0.24139 0.226
H -0.84869 -1.34590 0.80747 0.442
H -1.41680 -1.81271 -1.55227 0.226
H 0.52433 0.34869 -1.92926 0.408
H -0.67006 -0.14494 -3.14140 0.469
H -0.87202 1.01536 -5.55332 0.506
H 0.08879 1.55042 -4.50352 0.485
O -0.63061 0.92266 -4.62551 -0.965
```

Output
Kohn-Sham gap = 10.847 eV
LUMO = -0.1313 Ha
Net charge = +1
Multiplicity = 1

=====

b) This record from the OMol25 dataset describes a 2-piece molecular cluster, C5H15N2O overall. The level of theory is the ωB97M-V functional and the def2-TZVPD basis.

The geometry in XYZ format:
```
23
Properties=species:S:1:pos:R:3:nbo_charge:R:1
C 2.46763 -0.58723 0.59040 -0.630
C 1.03400 -0.37822 0.15655 -0.053
C 0.38056 0.86276 0.77255 -0.427
C -1.13720 0.96791 0.57908 -0.260
C -2.36230 1.98376 -1.14651 0.011
N -1.47980 1.14701 -0.83167 -0.475
N 0.99307 -0.27556 -1.35992 -0.705
H 2.89691 -1.46600 0.12687 0.226
H 2.50875 -0.73194 1.67243 0.251
H 3.08763 0.26241 0.32138 0.218
H 0.42944 -1.23182 0.37959 0.250
H 0.58442 0.81362 1.83372 0.247
H 0.87898 1.77824 0.43283 0.216
H -1.60648 0.03592 0.91605 0.229
H -1.53937 1.77506 1.17174 0.201
H -2.61184 2.13610 -2.18287 0.190
H -2.89406 2.56720 -0.41733 0.164
H 0.02995 0.09867 -1.61072 0.483
H 1.18934 -1.16959 -1.80022 0.433
H 1.69712 0.38076 -1.68758 0.425
H -1.47707 -3.05774 1.48001 0.488
H -1.74761 -3.25254 -0.01712 0.487
O -1.32207 -2.65878 0.62075 -0.967
```

Output
Kohn-Sham gap = 10.984 eV
LUMO = -0.1039 Ha
Net charge = +1
Multiplicity = 1

=====

So which one wins? Going from most stable to least: b), a).

=====

a) This record from the OMol25 dataset describes C3H7N5 as an isolated structure. The level of theory is the ωB97M-V functional and the def2-TZVPD basis.

The geometry in XYZ format:
```
15
Properties=species:S:1:pos:R:3:nbo_charge:R:1
C 0.06801 0.54968 0.86223 0.403
C -0.36117 0.36403 -0.51732 -0.330
C 1.39005 -1.15287 -0.43119 0.544
H -2.64308 1.47038 0.99751 0.348
H -1.89504 2.81692 1.43086 0.366
H -0.13790 1.22007 -1.08505 0.241
H -1.41745 0.24878 -0.94001 0.249
H 0.08958 -1.49678 -2.37167 0.399
H 2.01669 -2.71337 -1.52667 0.332
H 1.38467 -1.17508 1.89608 0.446
N -1.67060 1.94275 0.83920 -0.698
N -0.63532 1.32433 1.68590 -0.319
N 0.53428 -0.66709 -1.17741 -0.532
N 2.06749 -2.32984 -0.49715 -0.808
N 1.20980 -0.40192 0.83471 -0.639
```

Output
Kohn-Sham gap = 7.675 eV
LUMO = -0.0294 Ha
Multiplicity = 1

=====

b) This record from the OMol25 dataset describes a single C3H7N5 molecule. The level of theory is the ωB97M-V functional and the def2-TZVPD basis.

The geometry in XYZ format:
```
15
Properties=species:S:1:pos:R:3:nbo_charge:R:1
H -2.67602 0.87161 0.36221 0.328
N -2.47622 -0.09152 0.19259 -0.685
C -1.18251 -0.28440 0.10835 0.326
C -0.54114 -1.55265 -0.06251 -0.070
N 0.76874 -1.43374 -0.23551 -0.167
N 1.05984 -0.11517 -0.34187 -0.100
C 2.26221 0.21286 0.33930 -0.430
N -0.05850 0.60162 0.20419 -0.153
N -0.16915 1.92165 -0.29163 -0.645
H -0.94004 -2.55911 -0.11034 0.227
H 2.58450 1.22670 0.01620 0.216
H 3.10540 -0.43222 0.05241 0.229
H 2.12419 0.21097 1.44833 0.194
H -0.69938 2.40347 0.43370 0.373
H -0.60307 1.84388 -1.20777 0.357
```

Output
Kohn-Sham gap = 8.943 eV
LUMO = 0.0125 Ha
SMILES = [H]/N=c1/cnn(C)n1N
Multiplicity = 1

=====

c) This record from the OMol25 dataset describes a single C3H7N5 molecule. The level of theory is the ωB97M-V functional and the def2-TZVPD basis.

The geometry in XYZ format:
```
15
Properties=species:S:1:pos:R:3:nbo_charge:R:1
C -2.63057 -1.09728 -0.08949 -0.472
N -1.47820 -0.26850 -0.49206 -0.110
N -1.52933 0.89833 -0.02459 -0.254
C -0.56344 1.75345 0.06440 -0.046
C 0.82056 1.45580 0.01213 -0.037
N 1.22637 0.21623 -0.07512 -0.269
N 2.50322 0.03559 -0.21704 -0.004
N 3.02202 -1.18191 0.14145 -0.616
H -2.13069 -1.87206 0.36089 0.209
H -3.11276 -0.39876 0.58955 0.214
H -2.99860 -1.48037 -1.06910 0.218
H -0.99434 2.80175 0.29007 0.206
H 1.37100 2.36505 0.29461 0.196
H 2.47979 -1.99691 -0.03857 0.375
H 4.01498 -1.23042 0.25288 0.391
```

Output
Kohn-Sham gap (alpha / beta) = 7.164 / 7.353 eV
LUMO (alpha / beta) = -0.0185 / -0.0162 Ha
SMILES = C/N=N/C=C\N=N\N
Multiplicity = 1

=====

d) This record from the OMol25 dataset describes a single C3H7N5 molecule. The level of theory is the ωB97M-V functional and the def2-TZVPD basis.

The geometry in XYZ format:
```
15
Properties=species:S:1:pos:R:3:nbo_charge:R:1
H 1.98252 1.48684 0.33231 0.305
N 2.96392 0.89462 0.48393 -0.640
C 2.63449 -0.28090 0.00931 0.270
N 1.46191 -0.86874 -0.32242 -0.614
C 0.26577 -0.34845 -0.19258 0.298
N -0.73085 -0.99641 -0.61624 -0.482
C -1.84554 -0.20782 -0.15961 0.554
N -2.05185 1.13065 -0.50254 -0.881
N -2.69703 -0.62179 0.83217 -0.825
H -2.60724 -1.34722 1.57517 0.378
H 3.53618 -0.96258 -0.23424 0.171
H 1.62056 -1.79467 -0.57719 0.417
H 0.24364 0.65484 0.54688 0.193
H -1.98708 1.66873 -1.45110 0.417
H -2.78938 1.59292 0.27615 0.440
```

Output
Kohn-Sham gap = 9.461 eV
LUMO = 0.0205 Ha
SMILES = [H]/N=C\N/C=N/C(N)=N\[H]
Multiplicity = 1

=====

So which one wins? Going from most stable to least: b), d), c), a).

=====

a) This record from the OMol25 dataset describes a single C3H7N5 molecule. The level of theory is the ωB97M-V functional and the def2-TZVPD basis.

The geometry in XYZ format:
```
15
Properties=species:S:1:pos:R:3:nbo_charge:R:1
H 2.40279 1.60535 -0.12437 0.349
N 2.47611 0.64541 -0.23310 -0.680
C 1.32799 0.10338 -0.21009 0.542
N 1.17601 -1.28678 -0.48039 -0.569
C -0.22898 -1.48214 0.32649 -0.327
C -0.89036 -0.25904 -0.07784 0.392
N -2.14708 -0.01275 -0.48334 -0.730
H -2.71404 -0.83410 -0.71471 0.355
N 0.02261 0.78467 0.03266 -0.325
N -0.34760 2.17245 0.04852 -0.618
H 1.69875 -1.83372 0.28794 0.391
H -0.27486 -1.50574 1.50009 0.228
H -0.64116 -2.59591 -0.05379 0.234
H -0.88001 2.19739 0.95711 0.373
H -0.98016 2.30153 -0.77520 0.383
```

Output
Kohn-Sham gap = 9.901 eV
LUMO = 0.0246 Ha
SMILES = [H]/N=C1/NC/C(=N\[H])N1N
Multiplicity = 1

=====

b) This record from the OMol25 dataset describes a 2-piece molecular cluster, C3H7N5 overall. The level of theory is the ωB97M-V functional and the def2-TZVPD basis.

The geometry in XYZ format:
```
15
Properties=species:S:1:pos:R:3:nbo_charge:R:1
C -0.81342 -1.73102 -0.83239 -0.420
C -1.58133 0.31164 0.76437 0.260
C 0.31954 1.25884 0.98270 0.469
H -0.77075 -1.62591 -1.97972 0.232
H -1.92215 -2.14502 -0.38431 0.233
H 0.23807 -2.77430 -0.62973 0.216
H -2.62724 -0.04380 0.98521 0.211
H 2.10444 2.11108 0.82567 0.300
H 2.20258 -0.45477 -0.64508 0.375
H 1.66628 1.39623 -1.01703 0.384
N -0.78752 -0.37424 -0.15375 -0.283
N -0.98291 1.30778 1.44680 -0.452
N 1.14660 2.26039 1.36714 -0.714
N 0.49777 0.20054 0.22736 -0.144
N 1.31004 0.30255 -0.95723 -0.667
```

Output
Kohn-Sham gap = 8.333 eV
LUMO = 0.0036 Ha
Multiplicity = 1

=====

So which one wins? Going from most stable to least: a), b).